The ion C6H15N2Si with charge +1, computed with the ωB97M-V functional and the def2-TZVPD basis.

Properties
* net charge: +1
* E_LUMO: -3.25 eV
* orbital gap: 10.670 eV
* SMILES string: CCC[SiH2]N1C=[NH+]CC1

Geometry as XYZ:
```
24
Properties=species:S:1:pos:R:3:mulliken_charge:R:1
C -3.2818 1.0933 -0.2297 -1.554
C -1.9603 0.5581 0.4243 -0.022
C -1.6747 -0.8357 -0.2846 -0.859
Si -0.1981 -1.8600 0.3806 0.210
N 1.2377 -0.7218 0.3039 0.051
C 2.1903 -0.4697 1.1517 -0.015
N 2.9452 0.5303 0.7760 -0.126
C 2.5541 1.0137 -0.5578 -0.516
C 1.5310 -0.0427 -0.9797 -0.469
H -3.9382 0.4272 0.1749 0.455
H -3.4790 1.9121 0.3348 0.473
H -3.2485 1.3361 -1.2320 0.413
H -1.0192 1.0454 0.0855 0.146
H -2.0084 0.4490 1.5515 0.318
H -1.2225 -0.4956 -1.2557 0.286
H -2.6187 -1.3482 -0.5817 0.543
H 0.0418 -2.3907 1.8142 -0.118
H 0.3111 -2.9702 -0.4261 -0.076
H 2.3175 -0.9223 2.1627 0.378
H 3.4394 1.1286 1.3742 0.231
H 3.4358 0.8304 -1.2155 0.308
H 2.2340 2.0655 -0.5886 0.336
H 0.5937 0.4740 -1.2942 0.280
H 1.8179 -0.8068 -1.8887 0.327
```

A cluster of 2 separate species, C10H17BrFINO10P2S in total, computed with the ωB97M-V functional and the def2-TZVPD basis.

Properties
* net charge: -1
* E_LUMO: 2.09 eV
* orbital gap: 5.169 eV

Geometry as XYZ:
```
44
Properties=species:S:1:pos:R:3:mulliken_charge:R:1
O 2.7049 -2.3413 0.7683 -0.388
N 2.2251 -1.3064 0.9282 0.032
O 1.3482 -1.0335 -0.1537 -0.139
C 1.4229 0.3453 -0.4750 -1.252
C 0.5855 0.6812 -1.7260 0.009
C -0.7553 -0.1054 -1.8068 -0.200
P -0.7658 -1.0055 -3.4595 0.109
O -0.4204 0.1993 -4.5230 -0.531
O 0.6318 -1.8874 -3.4378 -0.525
C -2.0397 0.7447 -1.7476 0.262
C -2.2566 1.4580 -0.3796 -0.306
C -2.7090 0.5689 0.7805 -0.486
O -3.7755 0.6097 1.1773 -0.460
I -1.3141 -0.7495 1.7612 0.168
P -3.5240 -0.4172 -2.1706 0.183
O -4.8854 0.3290 -1.5792 -0.463
Br -3.3370 -2.3287 -1.0242 -0.182
O -2.1312 1.7503 -2.7842 -0.408
S -1.0076 2.8982 -2.6253 1.585
O -0.6400 3.2921 -3.9229 -0.773
O -1.5162 4.0031 -1.9033 -0.707
C 0.4926 2.2108 -1.8086 -0.403
F 1.5370 2.6827 -2.5099 -0.372
H 1.2171 1.0120 0.3696 0.407
H 2.4649 0.5537 -0.7519 0.461
H 1.2011 0.3729 -2.5729 0.764
H -0.8389 -0.8923 -1.0549 0.798
H -1.0868 0.2034 -5.2111 0.314
H 0.3701 -2.8009 -3.5722 0.339
H -3.0159 2.2285 -0.5217 0.621
H -1.3649 1.9833 -0.0202 0.515
H -4.7152 1.2777 -1.6225 0.374
H 0.5209 2.6397 -0.8071 0.498
C 2.4639 -2.2247 3.3229 -0.842
C 2.1222 -0.9683 4.1524 0.643
C 2.3026 -1.3090 5.6472 -1.498
O 0.8211 -0.6320 3.9317 -0.833
H 1.8070 -3.0620 3.5727 0.322
H 2.3717 -2.0242 2.2515 -0.062
H 3.5007 -2.5517 3.5069 0.323
H 2.9162 -0.2179 3.9110 0.046
H 1.6414 -2.1217 5.9573 0.318
H 2.0927 -0.4397 6.2744 0.357
H 3.3377 -1.6250 5.8587 0.382
```

A cluster of 2 separate species, C14H16 in total, computed with the ωB97M-V functional and the def2-TZVPD basis.

Properties
* E_LUMO: 0.93 eV
* orbital gap: 9.769 eV
* SMILES string: Cc1ccccc1.Cc1ccccc1

Geometry as XYZ:
```
30
Properties=species:S:1:pos:R:3:mulliken_charge:R:1
C 1.1882 1.7974 2.8948 -1.354
C 1.1540 0.3564 2.4890 0.776
C 0.9240 -0.0283 1.1653 -0.453
C 0.6011 -1.3533 0.8876 -0.255
C 0.6204 -2.3164 1.8922 -0.615
C 0.8406 -1.9283 3.2054 -0.415
C 1.2685 -0.6291 3.4621 -0.564
H 0.1405 2.1193 2.9873 0.267
H 1.6250 2.4665 2.1617 0.362
H 1.6189 1.9387 3.8867 0.385
H 0.7556 0.7606 0.4448 0.380
H 0.5653 -1.6123 -0.1654 0.446
H 0.5633 -3.3479 1.5646 0.355
H 0.6725 -2.5984 4.0365 0.371
H 1.5803 -0.3825 4.4749 0.314
C -2.3712 1.1270 -0.4662 -1.540
C -1.5051 0.7671 -1.6319 0.619
C -0.8631 1.7403 -2.3815 -0.274
C 0.0241 1.4021 -3.4129 -0.574
C 0.1263 0.0665 -3.7681 -0.300
C -0.5239 -0.9265 -3.0478 -0.592
C -1.2923 -0.5710 -1.9511 -0.226
H -2.0258 1.9950 0.1049 0.317
H -2.4902 0.3059 0.2439 0.338
H -3.3796 1.4149 -0.7701 0.398
H -0.9806 2.7858 -2.1298 0.354
H 0.6977 2.1906 -3.7230 0.358
H 0.6406 -0.1753 -4.6938 0.354
H -0.3922 -1.9450 -3.3841 0.384
H -1.7543 -1.3418 -1.3436 0.383
```

A cluster of 2 separate species, C26H49BBrF5N4O2 in total, computed with the ωB97M-V functional and the def2-TZVPD basis.

Properties
* E_LUMO: -1.35 eV
* orbital gap: 8.192 eV

Geometry as XYZ:
```
88
Properties=species:S:1:pos:R:3:mulliken_charge:R:1
C 1.1377 1.4861 4.3122 -0.599
C 0.4477 2.6481 4.1012 -0.505
C -0.5926 2.8751 3.0674 0.608
O -1.6653 3.4495 3.3043 -0.637
O -0.3399 2.4395 1.8154 0.020
C 1.0318 2.5007 1.3061 -0.517
C 0.9542 2.9196 -0.1581 -0.349
C 1.5281 1.9444 -1.1718 -1.430
C 0.8835 0.5587 -1.1831 2.134
C -0.2378 0.4522 -2.1914 -1.001
C -0.8728 -0.9270 -2.3500 -1.288
C -1.5873 -1.5044 -1.1152 -1.315
N -1.8221 -0.6048 0.0385 1.838
C -1.6543 -1.3384 1.3336 -0.873
C -0.2955 -1.2067 1.9984 0.156
C 0.8244 -2.0745 1.4134 -0.313
C 2.2063 -1.7493 2.0496 -0.818
C 3.2053 -1.1833 1.0409 -0.085
C 4.6783 -1.4720 1.3559 -0.880
C 5.5334 -1.0456 0.1474 -0.023
C 6.9596 -0.6104 0.4896 -1.307
C -3.2100 -0.4240 -0.0938 -1.487
N -3.8402 0.6917 -0.0597 0.279
C -3.2547 2.0257 0.1254 -0.003
C -3.3575 2.7618 -1.2109 0.072
C -2.4500 3.9716 -1.3084 -1.000
Br -5.2364 3.1918 -1.5381 -0.141
N -3.8419 -1.6293 -0.3521 -0.375
C -2.9638 -2.2641 -1.3652 1.931
N -3.5598 -1.8411 -2.6252 -0.640
C -2.8598 -3.8087 -1.2787 -0.110
F -2.8488 -4.3314 -2.5692 -0.449
C -3.9500 -4.5165 -0.4924 -0.874
C -5.3727 -4.3286 -1.0195 -1.195
H 0.6073 0.5615 4.5128 0.311
H 2.2220 1.5035 4.3439 0.300
H 0.6586 3.4833 4.7641 0.359
H 1.4627 1.5053 1.3873 -0.114
H 1.6167 3.2088 1.8791 0.813
H 1.5419 3.8338 -0.2406 0.636
H -0.0724 3.1985 -0.3728 -0.591
H 2.6061 1.9060 -1.0300 0.098
H 1.3771 2.3966 -2.1524 0.602
H 0.5121 0.3339 -0.1835 -1.175
H 1.6553 -0.1792 -1.3953 0.253
H -0.9835 1.2260 -1.9900 -0.266
H 0.1879 0.6970 -3.1652 0.535
H -0.0963 -1.6364 -2.6324 0.117
H -1.5277 -0.8600 -3.2138 0.788
H -0.8943 -2.2495 -0.7389 0.697
H -1.8790 -2.4036 1.2333 0.116
H -2.3906 -0.9178 2.0223 0.341
H -0.4375 -1.5438 3.0281 0.880
H 0.0405 -0.1757 2.0603 -1.131
H 0.9178 -1.8399 0.3558 0.134
H 0.6001 -3.1359 1.5136 0.486
H 2.6097 -2.6132 2.5692 0.402
H 2.0076 -0.9540 2.7714 0.126
H 3.1133 -0.0999 0.9725 -0.030
H 3.0345 -1.5684 0.0362 0.297
H 5.0018 -0.9572 2.2560 0.329
H 4.7581 -2.5577 1.4395 0.354
H 5.5072 -1.8077 -0.6278 0.345
H 5.0409 -0.1687 -0.2758 0.013
H 7.2406 0.2005 -0.1789 0.363
H 7.0323 -0.2157 1.4991 0.330
H 7.6843 -1.4041 0.3238 0.309
H -4.8449 0.6379 -0.1859 0.496
H -3.9008 2.5459 0.8284 0.572
H -2.2440 1.9919 0.5207 -0.556
H -3.1131 2.0344 -1.9802 0.380
H -2.2477 4.4041 -0.3327 0.252
H -1.5061 3.6549 -1.7441 0.260
H -2.8776 4.6987 -1.9887 0.496
H -4.1982 -2.1594 0.4259 0.314
H -2.9287 -1.9930 -3.3975 0.290
H -4.4097 -2.3610 -2.7880 0.357
H -1.9020 -4.1007 -0.8469 0.351
H -3.6860 -5.5642 -0.3823 0.581
H -3.9110 -4.1145 0.5263 0.305
H -5.6247 -3.2794 -1.1338 0.322
H -6.0680 -4.7819 -0.3191 0.423
H -5.4773 -4.8439 -1.9704 0.296
B 4.9335 3.8910 -2.3720 0.566
F 6.1727 4.5298 -2.3771 -0.374
F 5.0956 2.5204 -2.0379 -0.384
F 4.0832 4.4801 -1.4000 -0.399
F 4.3227 3.9864 -3.6324 -0.404
```

The molecule C19H17BrF3N3O3, computed with the ωB97M-V functional and the def2-TZVPD basis.

Properties
* E_LUMO: 0.24 eV
* orbital gap: 9.698 eV
* SMILES string: O=C(c1ccc(Br)c(C(F)(F)F)c1)N1CCC2(CC1)CCN2C(=O)c1cnoc1

Geometry as XYZ:
```
46
Properties=species:S:1:pos:R:3:mulliken_charge:R:1
O 0.3604 3.2536 -1.1546 -0.655
C -0.0988 2.5249 -0.2903 0.268
C -1.3525 2.9360 0.4301 0.516
C -2.3784 3.5101 -0.3058 -0.991
C -3.5248 3.9599 0.3261 -0.643
C -3.6403 3.8620 1.7037 -0.060
Br -5.2339 4.5030 2.4908 -0.154
C -2.6051 3.3153 2.4593 0.385
C -2.6805 3.2084 3.9631 0.564
F -1.5662 2.6567 4.4728 -0.289
F -2.8238 4.4075 4.5481 -0.225
F -3.7092 2.4403 4.3596 -0.227
C -1.4688 2.8525 1.8104 -0.135
N 0.5058 1.3648 0.1034 0.108
C -0.2480 0.1937 0.5513 -0.835
C -0.6322 -0.6642 -0.6545 -1.309
C 0.5547 -1.0451 -1.5349 0.828
C 1.4485 0.1628 -1.8120 -1.044
C 1.7497 0.9999 -0.5719 -1.173
C 0.1648 -1.8233 -2.8198 -1.002
C 0.9765 -3.0321 -2.3132 -0.739
N 1.2730 -2.2732 -1.0968 0.326
C 2.0510 -2.5602 -0.0371 0.926
O 2.3005 -1.7726 0.8632 -0.612
C 2.6316 -3.9338 -0.0484 -0.050
C 1.9931 -5.2058 -0.0627 -0.327
N 2.8445 -6.1808 0.0543 -0.454
O 4.0865 -5.5820 0.1483 -0.194
C 3.9355 -4.2583 0.1040 -0.443
H -2.2658 3.6127 -1.3770 0.499
H -4.3322 4.3976 -0.2435 0.442
H -0.6591 2.4349 2.3926 0.658
H 0.3832 -0.3697 1.2376 0.358
H -1.1452 0.5021 1.0797 0.615
H -1.1498 -1.5700 -0.3287 0.459
H -1.3313 -0.0946 -1.2773 0.352
H 2.3755 -0.1710 -2.2851 0.469
H 0.9235 0.7974 -2.5329 0.424
H 2.2668 1.9132 -0.8521 0.515
H 2.3534 0.4354 0.1357 0.511
H -0.9034 -2.0093 -2.9120 0.371
H 0.5358 -1.3749 -3.7386 0.370
H 0.3989 -3.9409 -2.1443 0.313
H 1.8638 -3.2799 -2.8973 0.300
H 0.9421 -5.4372 -0.1389 0.490
H 4.8300 -3.6656 0.1955 0.494
```

A structure of composition C36H33BCaF2I2N2O2, computed with the ωB97M-V functional and the def2-TZVPD basis.

Properties
* net charge: -2
* E_LUMO: 3.91 eV
* orbital gap: 5.844 eV

Geometry as XYZ:
```
79
Properties=species:S:1:pos:R:3:mulliken_charge:R:1
Ca -0.1146 0.1372 -1.1209 1.999
O -0.8421 2.0290 -0.5042 -1.151
C -0.0244 2.7635 0.3085 3.156
C 1.4729 2.6963 -0.2136 -2.526
C 2.2704 1.5013 0.2855 0.753
C 3.6299 1.5823 0.5451 -0.919
C 4.2929 0.4383 0.9603 -1.096
C 3.5852 -0.7356 1.1644 -0.424
C 2.2152 -0.7409 0.9352 -0.287
C 1.3535 -1.9235 1.3516 -2.091
C 0.1408 -2.3961 0.4565 2.949
O -0.6923 -1.3681 0.1166 -0.920
C 0.6056 -3.1301 -0.8223 -0.057
C 1.8967 -3.0522 -1.3273 0.030
C 2.2215 -3.6384 -2.5510 -0.755
C 1.2601 -4.3200 -3.2755 -0.500
C -0.0421 -4.4026 -2.7802 -0.686
C -0.3607 -3.8092 -1.5711 -0.322
C -0.5712 -3.4227 1.3843 -0.528
C -1.7341 -3.0289 2.0362 -0.160
C -2.3741 -3.8835 2.9309 -1.002
C -1.8589 -5.1516 3.1801 -0.323
C -0.7026 -5.5579 2.5211 -1.035
C -0.0677 -4.6995 1.6297 -0.081
N 1.6052 0.3553 0.4733 1.612
C -0.0299 2.3194 1.8060 -0.283
C -0.7135 1.1862 2.2256 0.681
C -0.6782 0.7865 3.5588 -0.547
C 0.0348 1.5222 4.4991 -0.603
C 0.7089 2.6700 4.0922 -0.986
C 0.6683 3.0629 2.7586 -0.280
C -0.5725 4.2132 0.3120 -0.907
C 0.0035 5.2453 -0.4163 -0.256
C -0.5934 6.5044 -0.4849 -0.855
C -1.7903 6.7475 0.1688 -0.390
C -2.3875 5.7151 0.8910 -0.870
C -1.7840 4.4689 0.9579 -0.194
H 1.4053 2.6108 -1.3060 0.700
H 2.0299 3.6046 0.0230 0.555
H 4.1586 2.5166 0.4040 0.474
H 5.3617 0.4656 1.1384 0.360
H 4.0836 -1.6349 1.5087 0.466
H 1.9991 -2.7773 1.5699 0.483
H 0.8859 -1.6147 2.2919 0.648
H 2.6602 -2.4970 -0.7973 0.094
H 3.2236 -3.5205 -2.9475 0.385
H 1.5085 -4.7641 -4.2317 0.357
H -0.8130 -4.9026 -3.3551 0.390
H -1.3820 -3.8366 -1.2054 0.404
H -2.1256 -2.0450 1.7980 0.345
H -3.2809 -3.5611 3.4320 0.389
H -2.3585 -5.8229 3.8700 0.365
H -0.2991 -6.5502 2.6976 0.364
H 0.8208 -5.0319 1.0998 0.380
H -1.2480 0.5917 1.4932 -0.113
H -1.2038 -0.1161 3.8588 0.446
H 0.0671 1.2052 5.5355 0.384
H 1.2638 3.2607 4.8142 0.371
H 1.1876 3.9669 2.4515 0.338
H 0.9235 5.0749 -0.9644 0.347
H -0.1173 7.2936 -1.0561 0.352
H -2.2633 7.7209 0.1049 0.370
H -3.3299 5.8832 1.4026 0.346
H -2.2641 3.6632 1.5038 0.524
I -2.5326 3.7290 -3.0920 0.008
C -3.3151 1.8475 -2.5044 0.144
I -4.4043 1.8972 -0.6811 -0.006
H -2.5060 1.1212 -2.4164 -0.685
H -4.0107 1.5388 -3.2705 0.533
B -2.3492 -2.0759 -5.0490 0.303
C -1.7552 -1.2536 -3.8211 -0.340
N -1.3375 -0.6401 -2.9327 -1.114
H -3.4150 -2.5589 -4.6958 -0.189
H -1.5541 -2.9513 -5.3565 -0.164
H -2.5171 -1.2950 -5.9735 -0.181
F 3.1079 -0.2496 -2.1762 -0.334
C 1.7983 0.1371 -2.7168 -0.323
F 2.1322 1.4108 -3.3347 -0.394
H 1.7335 -0.5245 -3.5957 0.076
```

Values for max |F|, eV Å⁻¹, ordered as above
4.43; 5.75; 1.72; 3.54; 0.23; 2.49
Values for M, g/mol, ordered as above
143.3; 631.1; 184.3; 635.4; 472.3; 868.4